Entry 1:
This record from the OMol25 dataset describes a single C22H23N3O5S2 molecule at a distorted geometry. The level of theory is the ωB97M-V functional and the def2-TZVPD basis.

Each line ends with the Mulliken charge.
CARTESIAN COORDINATES (ANGSTROEM)
C: -3.204 -3.325 0.754  -1.069
C: -4.473 -3.034 -0.011  -0.360
S: -5.535 -1.952 0.996  0.999
O: -5.718 -2.535 2.289  -0.652
O: -6.689 -1.601 0.227  -0.633
N: -4.597 -0.594 1.266  -0.255
C: -3.971 0.121 0.251  0.006
C: -4.593 0.257 -0.991  -0.371
C: -3.969 0.980 -1.991  -1.042
C: -2.735 1.570 -1.782  -0.711
C: -2.105 1.439 -0.543  0.302
C: -0.813 2.034 -0.283  0.448
N: -0.188 1.868 0.826  -0.696
N: 0.967 2.556 0.833  0.249
S: 2.139 2.211 1.992  1.398
O: 1.462 2.071 3.241  -0.723
O: 3.138 3.224 1.844  -0.672
C: 2.800 0.629 1.493  0.215
C: 4.150 0.501 1.238  -0.406
C: 4.645 -0.726 0.831  -0.773
C: 3.797 -1.816 0.677  1.058
C: 4.331 -3.147 0.246  -1.604
C: 2.439 -1.661 0.948  -0.954
C: 1.937 -0.441 1.361  -0.707
C: 1.295 3.074 -0.512  0.257
C: 2.368 2.242 -1.132  -0.087
C: 2.333 0.973 -1.641  -0.123
C: 3.653 0.678 -2.053  -0.690
C: 4.387 1.787 -1.762  -0.735
O: 3.617 2.733 -1.208  -0.426
C: -0.052 2.933 -1.242  -0.972
C: -2.732 0.708 0.467  -0.251
H: -2.578 -2.437 0.814  0.192
H: -3.463 -3.643 1.762  0.317
H: -2.633 -4.117 0.273  0.379
H: -5.066 -3.927 -0.183  0.456
H: -4.303 -2.516 -0.950  0.362
H: -4.113 -0.628 2.149  0.299
H: -5.563 -0.186 -1.142  0.666
H: -4.457 1.089 -2.948  0.398
H: -2.267 2.133 -2.573  0.415
H: 4.786 1.364 1.358  0.560
H: 5.700 -0.837 0.628  0.369
H: 4.451 -3.795 1.114  0.347
H: 3.643 -3.636 -0.440  0.376
H: 5.299 -3.042 -0.235  0.373
H: 1.775 -2.506 0.834  0.456
H: 0.889 -0.298 1.575  0.611
H: 1.651 4.101 -0.405  0.365
H: 1.479 0.329 -1.708  0.646
H: 3.999 -0.230 -2.501  0.528
H: 5.424 2.018 -1.905  0.504
H: -0.564 3.891 -1.343  0.424
H: 0.068 2.488 -2.229  0.433
H: -2.241 0.628 1.424  0.506

Values from the calculation:
E_LUMO, eV: 0.1
Kohn-Sham gap, eV: 8.56
E_HOMO, eV: -8.51
Multiplicity: 1
ΔE to the lowest compared entry with this formula, charge and spin, kJ/mol: 207.55
SMILES: CCS(=O)(=O)Nc1cccc(C2=NN(S(=O)(=O)c3ccc(C)cc3)[C@@H](c3ccco3)C2)c1
Total charge: 0


Entry 2:
This record from the OMol25 dataset describes 2 unconnected molecules or ions with the total composition C10H16N4S at a distorted geometry. The level of theory is the ωB97M-V functional and the def2-TZVPD basis.

Each line ends with the Mulliken charge.
CARTESIAN COORDINATES (ANGSTROEM)
C: 4.384 -1.651 -0.304  -0.345
C: 4.796 -0.342 -0.040  -0.727
C: 3.035 -2.065 -0.353  -0.538
C: 3.784 0.601 0.085  -0.555
C: 2.051 -1.150 -0.152  -0.049
C: 2.425 0.214 -0.097  0.515
C: 0.520 1.317 1.142  -0.084
C: -2.775 1.483 -0.006  0.083
C: -4.433 3.589 -0.785  -0.901
C: 1.397 1.222 -0.119  -0.818
N: -0.712 1.114 1.074  0.127
N: -1.803 0.757 0.574  -0.395
N: -2.221 -3.894 0.433  -0.226
N: -2.632 -2.601 0.283  -0.019
S: -2.778 3.120 -0.307  0.143
H: 5.144 -2.365 -0.450  0.398
H: 5.776 -0.092 0.142  0.488
H: 2.804 -3.123 -0.420  0.336
H: 4.076 1.569 0.200  0.456
H: 0.976 -1.459 -0.301  0.170
H: 1.071 1.388 2.069  0.443
H: -3.481 0.770 -0.458  0.310
H: -4.716 4.221 -0.010  0.364
H: -5.141 2.849 -0.847  0.343
H: -4.549 4.075 -1.739  0.373
H: 1.705 2.264 -0.169  0.452
H: 0.750 1.127 -0.941  0.413
H: -2.800 -4.612 0.207  0.276
H: -1.181 -4.103 0.283  0.330
H: -1.897 -1.934 0.657  0.338
H: -3.577 -2.288 0.347  0.302

Values from the calculation:
E_LUMO (spin up / spin down), eV: -9.1 / -9.4
Kohn-Sham gap (spin up / spin down), eV: 5.26 / 4.87
E_HOMO (spin up / spin down), eV: -14.32 / -14.28
Multiplicity: 1
ΔE to the lowest compared entry with this formula, charge and spin, kJ/mol: 589.55
Total charge: +2


Entry 3:
This record from the OMol25 dataset describes a molecular structure, C20H34IN5O4Se2Y. The level of theory is the ωB97M-V functional and the def2-TZVPD basis.

Each line ends with the Mulliken charge.
CARTESIAN COORDINATES (ANGSTROEM)
Y: -1.006 -1.866 1.389  0.122
C: 2.944 -4.896 -1.455  -1.866
C: 1.805 -4.057 -0.944  0.821
N: 0.743 -3.825 -1.614  -0.037
O: 0.665 -4.359 -2.889  -0.357
C: 1.907 -3.422 0.404  0.794
C: 2.992 -3.828 1.354  -1.661
N: 1.065 -2.514 0.719  -0.231
O: 1.074 -1.913 1.918  -0.333
H: 2.612 -5.904 -1.724  0.453
H: 3.725 -5.011 -0.713  0.319
H: 3.394 -4.439 -2.341  0.431
H: 1.362 -5.020 -3.014  0.321
H: 3.973 -3.464 1.038  0.367
H: 3.050 -4.916 1.429  0.439
H: 2.776 -3.413 2.334  0.315
O: -2.824 6.200 -0.015  -0.537
C: -2.403 5.584 1.195  -1.374
C: -1.923 4.160 0.881  1.251
C: -0.689 4.306 -0.026  -1.174
O: -0.208 3.120 -0.643  -0.336
C: -1.596 3.513 2.228  -1.141
Se: -1.213 1.583 2.039  0.045
C: -3.079 3.391 0.232  -0.907
Se: -2.814 1.436 0.303  -0.180
H: -3.164 7.078 0.179  0.333
H: -3.231 5.528 1.909  0.493
H: -1.589 6.150 1.661  0.438
H: 0.101 4.783 0.569  0.309
H: -0.936 4.982 -0.841  0.504
H: -0.027 2.471 0.053  0.186
H: -2.425 3.618 2.925  0.471
H: -0.700 3.947 2.675  0.510
H: -3.198 3.664 -0.815  0.514
H: -4.006 3.610 0.757  0.463
C: -1.235 -1.555 -4.145  -0.558
C: -1.422 -1.479 -2.613  -0.470
N: -0.723 -0.308 -2.090  0.370
C: -1.114 0.877 -2.848  -0.101
C: -0.508 0.799 -4.268  -0.889
N: -0.089 -0.635 -4.486  -0.023
C: 1.095 -0.957 -3.610  -0.773
C: 0.721 -0.490 -2.189  0.298
H: -2.093 -1.186 -4.704  0.314
H: -0.975 -2.553 -4.494  0.383
H: -1.019 -2.368 -2.133  0.132
H: -2.481 -1.409 -2.370  0.346
H: -0.781 1.777 -2.332  -0.068
H: -2.202 0.908 -2.894  0.506
H: 0.393 1.401 -4.377  0.369
H: -1.208 1.060 -5.059  0.347
H: 0.168 -0.769 -5.459  0.327
H: 1.960 -0.444 -4.027  0.342
H: 1.237 -2.036 -3.675  0.375
H: 1.198 0.462 -1.954  0.401
H: 1.054 -1.227 -1.462  -0.460
I: -2.266 -1.642 5.256  0.084
C: -0.287 -0.975 5.304  -0.039
C: 0.436 -0.990 6.489  -0.537
C: 1.733 -0.509 6.442  -0.255
C: 2.244 -0.052 5.234  -0.889
C: 1.437 -0.106 4.113  -0.022
N: 0.180 -0.560 4.145  0.042
H: -0.005 -1.354 7.405  0.406
H: 2.339 -0.492 7.338  0.384
H: 3.253 0.330 5.162  0.412
H: 1.800 0.205 3.141  0.476

Values from the calculation:
E_LUMO, eV: -2.3
Kohn-Sham gap, eV: 4.51
E_HOMO, eV: -6.86
Multiplicity: 1
ΔE to the lowest compared entry with this formula, charge and spin, kJ/mol: 523.30
Total charge: +1


Entry 4:
This record from the OMol25 dataset describes a molecular structure, C8H12ClF6HgNbO5P at a distorted geometry. The level of theory is the ωB97M-V functional and the def2-TZVPD basis.

Each line ends with the Mulliken charge.
CARTESIAN COORDINATES (ANGSTROEM)
C: 2.798 -1.767 1.194  -1.257
C: 3.258 -0.972 -0.086  0.533
O: 4.182 0.057 0.211  -0.538
C: 2.009 -0.601 -0.935  -0.075
Nb: 1.450 1.505 -1.379  -0.701
C: -0.737 1.294 -0.634  0.004
O: -1.052 2.238 -0.043  -0.248
C: -1.707 0.085 -0.873  1.127
F: -1.483 -0.987 -0.047  -0.270
F: -1.460 -0.360 -2.115  -0.272
C: -3.247 0.378 -0.743  0.405
F: -3.833 -0.467 -1.624  -0.273
F: -3.604 1.613 -1.114  -0.275
C: -3.830 0.107 0.689  1.000
F: -4.917 0.917 0.804  -0.283
F: -3.000 0.448 1.702  -0.246
C: -4.396 -1.336 0.928  0.091
O: -5.303 -1.778 0.367  -0.361
O: -3.808 -2.092 1.934  -0.459
P: 2.235 2.458 0.906  0.702
O: 1.461 3.876 1.145  -0.350
Cl: 1.675 1.260 2.459  -0.046
H: 3.527 -1.689 2.022  0.326
H: 2.668 -2.874 0.911  0.211
H: 1.799 -1.431 1.536  0.306
H: 3.831 -1.750 -0.647  0.250
H: 4.407 0.537 -0.603  0.341
H: 1.096 -1.098 -0.489  -0.460
H: 2.104 -1.108 -1.929  0.449
H: 1.250 3.249 -1.876  0.225
H: 3.110 1.641 -2.146  0.154
H: 0.740 1.032 -2.977  0.207
H: -2.958 -2.433 1.611  0.348
H: 0.716 3.655 1.747  0.363
Hg: 1.019 -3.608 0.096  0.074

Values from the calculation:
E_LUMO, eV: -8.6
Kohn-Sham gap, eV: 3.15
E_HOMO, eV: -11.74
Multiplicity: 1
Total charge: +1


Entry 5:
This record from the OMol25 dataset describes a single C6H15N molecule. The level of theory is the ωB97M-V functional and the def2-TZVPD basis.

Each line ends with the Mulliken charge.
CARTESIAN COORDINATES (ANGSTROEM)
C: 2.696 0.479 -0.032  -1.196
C: 1.309 0.518 0.576  -0.315
N: 0.284 0.062 -0.359  -0.013
C: 0.419 -1.370 -0.593  -1.025
C: -1.071 0.465 0.077  0.285
C: -1.592 -0.337 1.271  -1.330
C: -2.049 0.370 -1.078  -1.446
H: 2.669 0.208 -1.085  0.335
H: 3.387 -0.228 0.424  0.307
H: 3.200 1.445 0.033  0.320
H: 1.048 1.536 0.858  0.362
H: 1.313 -0.091 1.491  0.282
H: -0.490 -1.765 -1.036  0.332
H: 0.629 -1.928 0.329  0.353
H: 1.245 -1.530 -1.280  0.286
H: -0.961 1.510 0.366  0.300
H: -0.888 -0.388 2.094  0.333
H: -1.820 -1.350 0.932  0.310
H: -2.565 0.057 1.563  0.437
H: -2.131 -0.640 -1.467  0.304
H: -1.774 1.076 -1.860  0.353
H: -3.026 0.719 -0.736  0.428

Values from the calculation:
E_LUMO, eV: 1.1
Kohn-Sham gap, eV: 9.50
E_HOMO, eV: -8.36
Multiplicity: 1
ΔE to the lowest compared entry with this formula, charge and spin, kJ/mol: 75.65
SMILES: CCN(C)C(C)C
Total charge: 0


Entry 6:
This record from the OMol25 dataset describes a gas-phase ion, C5H10N2 (charge +2) at a distorted geometry. The level of theory is the ωB97M-V functional and the def2-TZVPD basis.

Each line ends with the Mulliken charge.
CARTESIAN COORDINATES (ANGSTROEM)
C: 1.585 1.444 0.384  -0.010
N: 0.980 0.361 -0.056  0.083
C: 1.817 -0.745 -0.279  -0.739
C: -0.370 0.227 -0.441  0.008
C: -1.581 1.054 -0.105  -0.664
N: -1.460 -0.438 0.107  0.064
C: -1.929 -1.563 0.489  0.008
H: 2.727 1.167 0.145  0.243
H: 1.181 2.391 0.558  0.363
H: 1.495 -1.139 -1.221  0.399
H: 1.690 -1.596 0.351  0.350
H: 2.810 -0.402 -0.113  0.244
H: -0.501 0.302 -1.630  0.429
H: -1.735 1.509 0.857  0.344
H: -2.346 1.617 -0.711  0.266
H: -2.934 -1.561 0.854  0.321
H: -1.430 -2.627 0.811  0.288

Values from the calculation:
E_LUMO, eV: -9.7
Kohn-Sham gap, eV: 11.39
E_HOMO, eV: -21.12
Multiplicity: 1
ΔE to the lowest compared entry with this formula, charge and spin, kJ/mol: 374.03
SMILES: C=[N+](C)[C@@H]1C[N+]1=C
Total charge: +2